Entry 1:
DFT (the ωB97M-V functional and the def2-TZVPD basis) results for a structure of composition C40H52N3O6PSbTi in a non-equilibrium geometry.

Geometry as XYZ:
```
104
Properties=species:S:1:pos:R:3
Ti 0.761 -0.695 0.203
O 1.048 -0.610 2.136
C 2.215 -1.116 1.966
O 2.507 -1.370 0.755
C 3.160 -1.347 3.062
C 2.742 -1.178 4.375
C 3.643 -1.375 5.407
C 4.937 -1.718 5.079
C 5.378 -1.887 3.783
C 4.467 -1.705 2.756
N 5.914 -1.919 6.197
O 7.051 -2.192 5.892
O 5.479 -1.819 7.321
H 1.717 -0.904 4.585
H 3.363 -1.263 6.444
H 6.409 -2.160 3.599
H 4.762 -1.834 1.723
C -3.590 -4.202 -0.926
C -3.346 -2.741 -1.315
C -4.101 -2.348 -2.591
Sb -1.301 -2.112 -1.609
C -0.290 -3.225 0.021
C -1.054 -2.980 1.331
C -0.021 -4.704 -0.234
C -0.776 -3.173 -3.420
C 0.724 -3.082 -3.688
C -1.274 -4.611 -3.553
H -4.669 -4.369 -0.816
H -3.130 -4.472 0.022
H -3.236 -4.900 -1.683
H -3.681 -2.099 -0.498
H -3.814 -2.977 -3.439
H -3.930 -1.306 -2.878
H -5.179 -2.476 -2.444
H 0.710 -2.748 0.104
H -1.983 -3.544 1.333
H -1.321 -1.932 1.500
H -0.469 -3.309 2.193
H -0.955 -5.224 -0.439
H 0.434 -5.173 0.645
H 0.646 -4.863 -1.081
H -1.306 -2.554 -4.151
H 1.281 -3.783 -3.059
H 1.131 -2.085 -3.520
H 0.932 -3.351 -4.729
H -0.879 -5.260 -2.770
H -0.934 -5.018 -4.513
H -2.360 -4.684 -3.547
O 1.441 -0.348 -1.561
P 2.930 -0.038 -1.946
C 3.707 0.926 -0.652
C 2.919 1.760 0.139
C 3.495 2.502 1.157
C 4.868 2.440 1.370
C 5.662 1.631 0.569
C 5.083 0.863 -0.436
C 3.883 -1.505 -2.280
C 5.027 -1.373 -3.076
C 5.818 -2.478 -3.346
C 5.467 -3.721 -2.836
C 4.324 -3.862 -2.057
C 3.532 -2.761 -1.781
C 2.911 0.986 -3.398
C 1.838 0.865 -4.284
C 1.828 1.604 -5.458
C 2.886 2.455 -5.751
C 3.950 2.585 -4.867
C 3.966 1.855 -3.688
H 1.858 1.860 -0.049
H 2.880 3.145 1.772
H 5.319 3.032 2.158
H 6.733 1.593 0.726
H 5.705 0.206 -1.031
H 5.296 -0.414 -3.503
H 6.699 -2.371 -3.967
H 6.078 -4.588 -3.059
H 4.049 -4.835 -1.667
H 2.638 -2.891 -1.192
H 1.011 0.203 -4.053
H 0.999 1.511 -6.148
H 2.880 3.024 -6.674
H 4.767 3.258 -5.095
H 4.787 1.982 -2.991
C -2.093 0.659 2.607
N -2.293 1.555 1.466
C -3.431 2.490 1.565
C -3.856 2.942 0.189
C -2.633 3.444 -0.543
N -1.623 2.374 -0.599
C -0.795 2.319 -1.805
C -1.505 1.503 0.397
O -0.604 0.577 0.319
H -2.743 -0.214 2.537
H -2.350 1.208 3.511
H -1.061 0.345 2.677
H -3.138 3.339 2.183
H -4.238 1.969 2.075
H -4.608 3.725 0.267
H -4.290 2.105 -0.361
H -2.210 4.319 -0.047
H -2.869 3.722 -1.567
H -1.432 2.164 -2.676
H -0.086 1.507 -1.752
H -0.263 3.263 -1.925
```

Calculated values
total charge: +2
HOMO energy (spin up / spin down): -12.99 / -13.22 eV
HOMO-LUMO gap (spin up / spin down): 7.46 / 7.72 eV
electronic energy: -98009.5862 eV
2S+1: 2
LUMO energy (spin up / spin down): -5.529 / -5.501 eV
strongest force on any atom: 2.71 eV/Å

Mulliken atomic charge list, values in e, 99 entries: 0.602, -0.681, 0.850, -0.141, 0.282, -0.354, -0.735, -0.118, -0.805, -0.374, 1.027, -0.584, -0.585, 0.557, 0.526, 0.538, 0.539, -1.153, 0.448, -1.450, -0.423, 1.708, -1.522, -1.599, 0.508, -1.299, -1.500, 0.501, 0.188, 0.142, 0.403, 0.275, 0.336, 0.446, -0.729, 0.431, 0.156, 0.428, 0.335, 0.505, 0.294, 0.458, 0.165, 0.075, 0.578, 0.196, 0.494, 0.309, 0.910, 1.163, 0.725, -0.269, -0.641, -0.815, -0.789, -0.404, 0.697, -0.971, -0.733, -0.752, -0.978, 0.021, 1.026, -0.382, -0.998, -0.610, -0.742, -0.572, 0.383, 0.499, 0.449, 0.486, 0.456, 0.481, 0.474, 0.442, 0.516, 0.360, 0.384, 0.460, 0.420, 0.446, 0.391, -1.043, 0.176, -0.663, -0.727, -0.694, 0.198, -0.465, 0.018, -0.182, 0.339, 0.484, 0.160, 0.330, 0.446, 0.398, 0.289



Entry 2:
DFT (the ωB97M-V functional and the def2-TZVPD basis) results for a cluster of 12 separate species, C28H76N4O12S8 in total in a non-equilibrium geometry.

Geometry as XYZ:
```
128
Properties=species:S:1:pos:R:3
C -4.713 4.400 1.543
S -3.702 2.965 2.215
O -2.497 2.740 1.328
C -2.919 3.773 3.635
H -5.177 4.878 2.405
H -5.566 4.160 0.908
H -4.093 5.077 0.954
H -2.714 4.789 3.297
H -2.007 3.241 3.904
H -3.545 3.812 4.527
C -1.186 4.402 -1.712
S -3.023 4.049 -1.591
O -3.766 5.386 -1.600
C -3.053 3.264 -3.228
H -0.940 5.084 -0.898
H -0.904 4.949 -2.611
H -0.486 3.567 -1.704
H -2.220 2.561 -3.243
H -2.807 4.024 -3.969
H -4.004 2.757 -3.393
C -3.634 -1.931 -1.909
S -3.955 -0.182 -2.396
O -5.460 -0.036 -2.728
C -3.801 0.452 -0.682
H -4.196 -2.197 -1.014
H -2.580 -2.140 -1.728
H -3.972 -2.592 -2.707
H -4.330 1.396 -0.811
H -2.907 0.444 -0.059
H -4.467 -0.227 -0.149
C 4.487 -1.112 2.388
S 4.743 -2.939 2.168
O 3.492 -3.465 1.473
C 6.073 -2.930 0.855
H 5.226 -0.681 3.065
H 3.488 -0.929 2.783
H 4.601 -0.519 1.481
H 5.704 -2.312 0.036
H 6.222 -3.948 0.496
H 7.030 -2.495 1.144
C 1.421 3.777 2.770
S 0.861 5.244 1.775
O -0.532 5.680 2.231
C 2.212 6.484 2.248
H 1.780 4.173 3.719
H 2.275 3.276 2.314
H 0.653 3.005 2.836
H 2.281 7.373 1.621
H 3.189 6.013 2.360
H 1.981 6.873 3.239
C 1.257 2.230 -4.341
S 0.495 2.971 -5.874
O -0.887 3.499 -5.402
C 1.607 4.513 -5.907
H 2.331 2.402 -4.409
H 1.032 1.165 -4.279
H 0.913 2.580 -3.368
H 1.315 5.087 -6.786
H 2.676 4.302 -5.930
H 1.430 5.023 -4.960
C 4.396 -2.511 -4.161
S 4.649 -0.957 -3.193
O 4.042 0.156 -4.072
C 3.320 -1.352 -1.974
H 4.742 -3.385 -3.610
H 4.970 -2.468 -5.087
H 3.347 -2.669 -4.411
H 2.308 -1.241 -2.363
H 3.225 -0.715 -1.095
H 3.463 -2.325 -1.505
C -0.129 -6.092 0.615
S -0.999 -4.464 0.302
O -0.205 -3.853 -0.838
C -2.359 -5.199 -0.753
H -1.000 -6.673 0.916
H 0.616 -5.987 1.403
H 0.253 -6.464 -0.336
H -3.107 -4.459 -1.034
H -2.830 -5.961 -0.133
H -1.838 -5.647 -1.600
C -1.628 -1.043 -5.303
O -1.569 -0.258 -4.276
N -1.045 -2.252 -5.385
C -0.879 -2.966 -6.606
C -0.478 -2.805 -4.199
H -2.220 -0.743 -6.182
H -1.292 -3.972 -6.529
H 0.122 -2.783 -6.998
H -1.520 -2.440 -7.313
H 0.170 -3.681 -4.173
H 0.097 -2.076 -3.630
H -1.351 -3.013 -3.580
C 1.685 -4.456 3.893
O 1.651 -5.710 3.819
N 1.490 -3.788 5.061
C 1.314 -2.326 5.046
C 1.024 -4.414 6.357
H 1.799 -3.833 2.993
H 0.361 -1.986 5.451
H 1.494 -1.904 4.058
H 1.991 -1.813 5.730
H -0.030 -4.234 6.572
H 1.286 -5.470 6.425
H 1.706 -3.973 7.083
C -2.831 0.540 5.537
O -3.189 1.022 6.681
N -1.486 0.547 5.125
C -0.488 1.232 5.929
C -1.085 0.000 3.857
H -3.500 -0.041 4.884
H 0.088 1.957 5.354
H 0.351 0.635 6.284
H -0.856 1.749 6.816
H -1.839 -0.100 3.076
H -0.321 0.698 3.516
H -0.637 -0.989 3.959
C 0.660 -1.107 0.751
O 0.895 -0.887 1.942
N 0.391 -0.157 -0.101
C 0.354 1.292 0.243
C 0.075 -0.485 -1.455
H 0.710 -2.122 0.328
H -0.599 1.791 0.063
H 1.066 1.892 -0.324
H 0.582 1.374 1.305
H 0.708 -0.057 -2.232
H 0.136 -1.566 -1.575
H -0.957 -0.215 -1.678
```

Calculated values
HOMO energy: -8.11 eV
HOMO-LUMO gap: 8.08 eV
electronic energy: -147470.8807 eV
LUMO energy: -0.028 eV
strongest force on any atom: 4.96 eV/Å

Mulliken atomic charge list, values in e, 99 entries: -1.099, 0.418, -0.225, -0.705, 0.434, 0.368, 0.279, 0.294, -0.063, 0.477, -0.621, 0.713, -0.713, -1.010, 0.259, 0.455, -0.152, 0.073, 0.473, 0.411, -1.021, 0.774, -0.793, -1.093, 0.514, -0.021, 0.502, 0.230, 0.252, 0.513, -0.446, 0.437, -0.524, -0.699, 0.469, -0.188, 0.244, -0.043, 0.360, 0.400, -0.496, 0.592, -0.580, -1.095, 0.530, 0.461, -0.452, 0.335, 0.344, 0.342, -0.306, 0.377, -0.526, -0.935, 0.495, -0.080, -0.035, 0.351, 0.355, 0.252, -0.770, 0.358, -0.560, -0.628, 0.363, 0.368, 0.093, -0.032, 0.303, 0.504, -1.002, 0.652, -0.521, -1.067, 0.453, 0.264, 0.264, 0.213, 0.506, 0.272, -0.116, -0.439, 0.392, -1.045, -0.682, 0.354, 0.359, 0.354, 0.317, 0.448, -0.099, 0.268, 0.414, -0.715, 0.149, -0.511, -1.024, 0.199, 0.367



Question: Which formula does entry 2 have?
Answer: C28H76N4O12S8